Record 1
DFT (ωB97M-V/def2-TZVPD) results for C5H14ClInO3PmS as an isolated structure.

As for the largest force on an atom: 1.9 eV/Å. Its expectation value of S² is 6.008. The total energy comes out at -2081.4946 hartree. The value obtained for the energy relative to the best compared isomer or geometry (same formula, charge and spin) is 0.0 kJ/mol. Its total charge is -1. Its spin multiplicity is 5. As for the HOMO energy (alpha / beta): -4.327 / -4.274 eV. The value obtained for the HOMO-LUMO gap (alpha / beta) is 0.2507 / 0.2489 Ha.

```
26
C5H14ClInO3PmS (ωB97M-V/def2-TZVPD)
Pm 0.3047 -0.8740 -2.1501
Cl 1.3360 1.0601 -0.8252
C -0.8122 0.0011 -4.1226
C 2.1524 -0.8213 -3.7042
H -0.3163 -0.5475 -4.9415
H -1.8945 -0.1100 -4.2261
H -0.5887 1.0667 -4.2379
H 1.8568 -1.1798 -4.7035
H 3.0953 -1.2794 -3.3928
H 2.3443 0.2540 -3.7663
In -0.4825 0.2158 1.0067
C -1.9541 1.6201 0.1857
C -0.2066 -1.8344 0.1178
H -2.3765 1.3283 -0.7898
H -2.7691 1.6898 0.9311
H -1.4780 2.6060 0.0854
H 0.6730 -2.2321 0.7010
H -1.0451 -2.4671 0.4946
C 0.4382 -0.5333 4.6901
S 0.0957 0.9160 3.7184
O -1.3051 0.7534 3.2268
O 0.4093 2.0721 4.5173
O 1.0017 0.7918 2.4896
H -0.1492 -0.4793 5.6158
H 1.5063 -0.5654 4.9119
H 0.1643 -1.4516 4.1679
```



Record 2
DFT (ωB97M-V/def2-TZVPD) results for a 2-piece molecular cluster, C2H8N2OS2 overall.

As for the largest force on an atom: 5.5 eV/Å. The total energy comes out at -1061.9755 hartree. The value obtained for the energy relative to the best compared isomer or geometry (same formula, charge and spin) is 491.0 kJ/mol. Its spin multiplicity is 1. As for the HOMO energy: -7.557 eV. The value obtained for the HOMO-LUMO gap is 0.3033 Ha.

```
15
C2H8N2OS2 (ωB97M-V/def2-TZVPD)
C -0.7129 0.9259 0.1258
C 0.5013 -0.8611 -0.7102
N -2.1245 0.8760 -0.1279
N 2.0381 -0.8285 0.6623
O 0.0815 0.3953 -0.9289
S -2.8663 -0.6276 0.2472
S 3.3363 0.0445 0.1262
H -0.4758 0.4225 1.1081
H -0.4004 1.9384 0.2060
H -0.2856 -1.6300 -0.4347
H 1.1891 -1.0874 -1.4659
H -2.3743 1.2560 -1.0111
H 2.3352 -1.6564 0.3475
H -3.0688 -0.4121 1.6127
H 2.8270 1.2445 0.2430
```



Record 3
DFT (ωB97M-V/def2-TZVPD) results for C19H18Cl2N4O6S2V as an isolated structure.

As for the largest force on an atom: 0.5 eV/Å. Its expectation value of S² is 2.016. The total energy comes out at -4066.2468 hartree. The value obtained for the energy relative to the best compared isomer or geometry (same formula, charge and spin) is 20.5 kJ/mol. Its total charge is -1. Its spin multiplicity is 3. As for the HOMO energy (alpha / beta): -5.194 / -5.357 eV. The value obtained for the HOMO-LUMO gap (alpha / beta) is 0.2867 / 0.2922 Ha.

```
52
C19H18Cl2N4O6S2V (ωB97M-V/def2-TZVPD)
V 0.2992 -0.8195 -1.3765
Cl 2.1713 -2.7073 -0.7526
C 2.2649 -2.2492 0.9322
C 3.4790 -2.4117 1.5698
C 3.6091 -2.0050 2.8891
C 2.5319 -1.4309 3.5417
C 1.3238 -1.2771 2.8786
Cl 0.0172 -0.5210 3.7309
C 1.1413 -1.6902 1.5547
S -0.4078 -1.5555 0.7468
H 4.3136 -2.8343 1.0281
H 4.5555 -2.1195 3.4008
H 2.6170 -1.0871 4.5633
O 2.6943 2.3100 -0.8259
C 1.8596 1.4883 -1.1288
O 1.8754 0.2235 -0.8433
C 0.5563 1.8975 -1.8927
O 0.2688 3.0630 -2.1016
O -0.1885 0.8836 -2.2096
C -3.2634 -2.0889 -3.6496
C -1.9227 -1.8670 -3.0240
N -1.7592 -1.2976 -1.8853
O -2.9153 -0.8337 -1.2901
C -0.7019 -2.2854 -3.7008
C -0.6517 -3.0729 -4.9646
N 0.4142 -1.9233 -3.1189
O 1.5392 -2.2397 -3.6225
H -4.0394 -1.5619 -3.1059
H -3.4953 -3.1561 -3.6531
H -3.2485 -1.7528 -4.6868
H -2.6696 -0.4573 -0.4165
H -1.6386 -3.4147 -5.2710
H 0.0057 -3.9351 -4.8322
H -0.2109 -2.4785 -5.7696
N -2.4490 2.5930 -0.9259
C -2.1105 2.2925 0.3479
S -3.0054 1.1907 1.2476
N -1.0141 2.9399 0.8095
C -0.4101 2.7435 2.0842
C 0.9578 2.5100 2.1400
C 1.5736 2.3221 3.3685
C 0.8321 2.3681 4.5390
C -0.5304 2.6256 4.4764
C -1.1541 2.8243 3.2545
H -3.1035 1.9477 -1.3369
H -1.7318 2.9535 -1.5460
H -0.4406 3.4049 0.1149
H 1.5424 2.4683 1.2293
H 2.6374 2.1235 3.3996
H 1.3112 2.2032 5.4960
H -1.1161 2.6722 5.3862
H -2.2132 3.0242 3.2013
```



Record 4
DFT (ωB97M-V/def2-TZVPD) results for C22H16AsLiN12O as an isolated structure.

As for the largest force on an atom: 0.3 eV/Å. The total energy comes out at -3823.6894 hartree. Its total charge is -2. Its spin multiplicity is 1. As for the HOMO energy: -2.001 eV. The value obtained for the HOMO-LUMO gap is 0.2249 Ha.

```
53
C22H16AsLiN12O (ωB97M-V/def2-TZVPD)
Li 2.4803 -1.4567 0.3805
N 5.1905 0.5870 0.2927
C 5.3857 -0.6800 0.8246
N 6.5839 -1.0794 1.2312
N 6.3639 -2.3275 1.6932
N 5.1140 -2.6319 1.5778
N 4.4434 -1.5988 1.0152
C 3.9692 1.1768 0.0722
N 3.8097 2.4868 -0.1266
N 2.4804 2.6326 -0.2478
N 1.9000 1.4797 -0.1340
N 2.8174 0.5213 0.0633
H 5.9936 1.1871 0.2869
O 0.5205 -1.0698 0.9411
As -0.5863 0.0444 0.4713
C -0.8228 1.6376 1.5398
C -1.3778 1.4883 2.8071
C -1.5735 2.5986 3.6153
C -1.2255 3.8598 3.1508
C -0.6722 4.0079 1.8865
C -0.4621 2.8985 1.0781
C -2.3145 -0.8466 0.6798
C -2.2976 -2.2355 0.6150
C -3.4875 -2.9488 0.6550
C -4.6976 -2.2776 0.7683
C -4.7178 -0.8905 0.8379
C -3.5279 -0.1771 0.7890
C -0.6573 0.5065 -1.3969
C -1.5418 1.4684 -1.8651
C -1.6150 1.7301 -3.2257
C -0.8139 1.0196 -4.1101
C 0.0620 0.0531 -3.6345
C 0.1463 -0.2053 -2.2742
H -1.6509 0.5022 3.1645
H -1.9928 2.4775 4.6067
H -1.3752 4.7283 3.7816
H -0.3758 4.9868 1.5316
H 0.0220 3.0064 0.1172
H -1.3433 -2.7431 0.5287
H -3.4677 -4.0291 0.5863
H -5.6259 -2.8354 0.7981
H -5.6604 -0.3633 0.9263
H -3.5495 0.9057 0.8444
H -2.1657 2.0251 -1.1741
H -2.2942 2.4896 -3.5937
H -0.8714 1.2219 -5.1730
H 0.6895 -0.5037 -4.3187
H 0.8428 -0.9443 -1.8924
N -0.9230 -5.7226 -2.6621
C 0.0826 -5.1358 -2.6491
N 1.2453 -4.5298 -2.7472
C 1.5974 -3.6571 -1.8410
N 1.9465 -2.8379 -1.0919
```